Record 1
12
Properties=species:S:1:pos:R:3 method="wB97M-V/def2-TZVPD" homo_ev="-2.495 / -3.112" s_squared=0.91 orbital_gap_ev="6.227 / 6.143" e_lumo_ev="3.7318 / 3.0312" relative_energy_ev=2.044 spin_multiplicity=2 total_charge=-1
O 0.49 -2.51 -1.77
C 0.55 -1.20 -2.26
H 0.54 -1.97 -0.57
H -0.38 -0.90 -2.79
H 1.52 -1.03 -2.77
C 0.61 -0.44 -0.93
C -0.36 0.57 -0.68
C -0.35 1.36 0.48
O -1.10 1.32 1.45
Cu -3.05 0.21 1.81
H 1.63 -0.22 -0.60
H -1.17 0.73 -1.38

---

Record 2
12
Properties=species:S:1:pos:R:3 method="wB97M-V/def2-TZVPD" homo_ev=-7.810 orbital_gap_ev=6.322 e_lumo_ev=-1.4885 relative_energy_ev=8.157 spin_multiplicity=1 total_charge=0
C 1.14 0.05 -0.13
C 0.28 -0.87 -0.18
C 1.98 1.17 0.02
C -0.75 -1.76 -0.15
N -2.44 0.14 -0.45
F -3.15 -0.07 0.69
F -1.50 1.09 -0.09
H 2.98 0.80 0.27
H 2.24 1.71 -0.94
H 1.70 1.77 0.87
H -1.09 -1.71 0.89
H -1.39 -2.33 -0.82

---

Record 3
14
Properties=species:S:1:pos:R:3 method="wB97M-V/def2-TZVPD" homo_ev=-15.127 orbital_gap_ev=10.131 e_lumo_ev=-4.9962 spin_multiplicity=1 total_charge=+1
F -1.99 1.00 -1.14
C -0.66 0.82 -1.20
F -0.41 -0.22 -2.01
F -0.09 1.91 -1.71
C -0.11 0.56 0.20
C 1.39 0.23 0.18
S 1.59 -1.51 0.73
C -0.06 -1.63 1.04
N -0.80 -0.60 0.77
H -0.32 1.45 0.80
H 1.96 0.87 0.84
H 1.79 0.28 -0.83
H -0.48 -2.55 1.44
H -1.80 -0.61 0.91

---

Record 4
13
Properties=species:S:1:pos:R:3 method="wB97M-V/def2-TZVPD" homo_ev=-9.397 orbital_gap_ev=10.107 e_lumo_ev=0.7101 relative_energy_ev=1.464 spin_multiplicity=1 total_charge=0
C -0.65 2.02 0.06
C 0.38 1.18 0.26
C 0.12 -1.58 0.32
C 0.75 0.02 -0.60
O -1.32 -1.59 0.22
F 1.12 1.45 1.36
F 2.11 -0.18 -0.71
F 0.15 -0.02 -1.79
H -0.88 2.78 0.86
H -1.31 1.98 -0.73
H 0.37 -1.34 1.33
H 0.68 -2.37 -0.13
H -1.53 -2.34 -0.44

---

Record 5
15
Properties=species:S:1:pos:R:3 method="wB97M-V/def2-TZVPD" homo_ev="-23.867 / -23.809" s_squared=0.75 orbital_gap_ev="7.350 / 5.715" e_lumo_ev="-16.5165 / -18.0942" spin_multiplicity=2 total_charge=+3
Sn 3.38 -2.02 2.08
C -1.11 1.94 1.11
C -0.02 0.94 0.86
O -0.30 0.23 -0.36
C 0.40 -0.97 -0.67
O 1.28 -1.56 0.03
C -0.01 -1.54 -2.02
F -1.16 -0.91 -2.43
F 0.96 -1.49 -2.97
F -0.15 -2.88 -1.91
H -1.37 2.46 0.20
H -0.91 2.69 1.88
H -1.98 1.51 1.62
H 0.04 0.21 1.67
H 0.97 1.40 0.91

---

Record 6
12
Properties=species:S:1:pos:R:3 method="wB97M-V/def2-TZVPD" homo_ev="-7.663 / -7.663" orbital_gap_ev="8.500 / 8.501" e_lumo_ev="0.8378 / 0.8385" relative_energy_ev=5.673 spin_multiplicity=1 total_charge=0
C -1.59 -1.89 0.84
C -1.08 -0.08 -0.50
C 0.64 -0.56 1.05
C 1.01 1.30 -0.55
N -1.65 -1.21 -0.13
N 0.29 0.19 0.03
F 1.75 -0.02 1.66
H -1.36 -2.93 1.12
H -1.48 0.16 -1.49
H 1.48 1.09 -1.51
H 0.35 2.22 -0.71
H 1.64 1.73 0.17

---

Record 7
12
Properties=species:S:1:pos:R:3 method="wB97M-V/def2-TZVPD" homo_ev=-7.968 orbital_gap_ev=8.886 e_lumo_ev=0.9177 relative_energy_ev=3.466 spin_multiplicity=1 total_charge=0
C 1.26 1.04 -0.07
N 0.18 1.45 0.22
C -1.09 1.12 -0.19
C -1.49 -0.17 0.03
N -0.63 -1.13 0.49
C 0.49 -1.61 0.24
F 1.30 -1.50 -0.86
H 2.04 1.38 0.59
H 1.39 0.41 -1.00
H -1.67 2.05 -0.54
H -2.56 -0.59 0.18
H 0.78 -2.44 0.91

---

Record 8
13
Properties=species:S:1:pos:R:3 method="wB97M-V/def2-TZVPD" homo_ev=-9.788 orbital_gap_ev=9.610 e_lumo_ev=-0.1778 relative_energy_ev=2.868 spin_multiplicity=1 total_charge=0
C -2.11 -1.34 0.47
N -1.03 -0.75 0.12
N -1.32 0.44 -0.64
C -0.25 1.15 -0.79
C 1.17 0.65 -0.71
O 1.80 0.68 -1.75
C 1.77 0.07 0.50
F 1.18 0.81 1.52
H -2.00 -2.24 0.95
H -3.07 -0.82 0.43
H -0.51 2.09 -1.22
H 1.49 -1.05 0.69
H 2.86 0.29 0.44

---

Record 9
13
Properties=species:S:1:pos:R:3 method="wB97M-V/def2-TZVPD" homo_ev=-8.535 smiles=Cc1nc(F)c(S)[nH]1 orbital_gap_ev=9.159 e_lumo_ev=0.6241 relative_energy_ev=0.000 spin_multiplicity=1 total_charge=0
C -1.06 -1.89 -0.40
C -0.29 -0.66 -0.38
N 0.35 -0.11 -1.39
C 0.82 1.06 -0.93
F 1.53 1.92 -1.64
C 0.45 1.30 0.38
S 0.83 2.63 1.45
N -0.22 0.15 0.74
H -2.07 -1.72 -0.03
H -1.13 -2.31 -1.41
H -0.63 -2.64 0.25
H 2.10 2.24 1.71
H -0.66 0.02 1.66

---

Record 10
18
Properties=species:S:1:pos:R:3 method="wB97M-V/def2-TZVPD" homo_ev=-4.981 smiles="COC(=O)O[S@@](=O)([O-])=C(F)C(N)=O" orbital_gap_ev=8.522 e_lumo_ev=3.5409 relative_energy_ev=0.424 spin_multiplicity=1 total_charge=-1
C -0.29 -1.33 2.06
O -1.52 -1.08 1.40
C -1.67 -0.99 0.02
O -2.77 -0.85 -0.39
O -0.49 -1.09 -0.66
S 0.41 -0.14 -1.98
O 0.94 -1.24 -2.74
O -0.42 0.72 -2.68
C 1.64 0.60 -0.94
F 2.33 -0.60 -0.51
C 1.09 1.41 0.09
N 0.08 2.19 -0.41
O 1.48 1.56 1.26
H -0.42 -0.69 2.98
H 0.45 -0.78 1.48
H -0.09 -2.42 2.26
H -0.22 2.06 -1.44
H -0.54 2.66 0.21

---

Record 11
11
Properties=species:S:1:pos:R:3 method="wB97M-V/def2-TZVPD" homo_ev=-10.235 smiles="C=C(F)C(C)=O" orbital_gap_ev=10.204 e_lumo_ev=-0.0317 relative_energy_ev=1.119 spin_multiplicity=1 total_charge=0
C -1.56 -0.91 1.00
C -0.78 -0.21 0.19
F -1.34 0.79 -0.64
C 0.71 -0.08 0.15
C 1.25 0.66 -1.05
O 1.34 -0.48 1.09
H -2.63 -0.59 1.48
H -1.04 -1.71 1.73
H 2.32 0.40 -1.34
H 1.14 1.67 -0.61
H 0.59 0.45 -2.01

---

Record 12
11
Properties=species:S:1:pos:R:3 method="wB97M-V/def2-TZVPD" homo_ev=-10.028 smiles="C=C(F)[C@H]1CO1" orbital_gap_ev=11.074 e_lumo_ev=1.0461 relative_energy_ev=1.397 spin_multiplicity=1 total_charge=0
C -0.10 -1.69 0.30
C -0.82 -0.61 0.10
F -2.05 -0.63 -0.36
C -0.37 0.78 0.18
C 0.96 1.17 -0.26
O -0.19 1.44 -1.06
H 0.98 -1.65 0.50
H -0.59 -2.67 0.20
H -0.87 1.38 0.84
H 1.38 1.99 0.30
H 1.67 0.48 -0.75

---

Number 1: F_max 3.2 eV/Å, E_tot -52958.1231 eV. Number 2: F_max 5.5 eV/Å, E_tot -11145.3252 eV. Number 3: F_max 0.3 eV/Å, E_tot -24700.4222 eV. Number 4: F_max 4.9 eV/Å, E_tot -14426.5799 eV. Number 5: F_max 4.4 eV/Å, E_tot -22267.1855 eV. Number 6: F_max 3.7 eV/Å, E_tot -9921.1316 eV. Number 7: F_max 5.7 eV/Å, E_tot -9923.3386 eV. Number 8: F_max 3.0 eV/Å, E_tot -11971.1746 eV. Number 9: F_max 2.0 eV/Å, E_tot -20761.9902 eV. Number 10: F_max 5.5 eV/Å, E_tot -31556.6740 eV. Number 11: F_max 4.1 eV/Å, E_tot -8991.9101 eV. Number 12: F_max 3.0 eV/Å, E_tot -8991.6322 eV.